No. 1
Computed, not measured: a molecular structure, C48H42BrCl2F15GeILaN3PS3, with the ωB97M-V functional and the def2-TZVPD basis.

Atoms and positions in Å:
1 La -0.566650 -0.453233 0.081450
2 I 2.786526 -1.193413 0.193395
3 Br 4.410217 -3.277636 -2.101278
4 Ge -4.050832 -3.002042 0.816672
5 Cl 0.288294 -3.476345 0.865895
6 Cl -0.016369 -2.785736 -1.848115
7 S -4.340490 3.349038 0.684931
8 S 1.617494 4.466588 -0.881673
9 S -2.417145 -1.824953 1.584414
10 P 0.510388 -0.246454 3.083135
11 F -4.831806 -8.148001 2.162784
12 F -3.356151 -1.069814 -4.144490
13 F -1.519766 -7.157690 -1.039825
14 F -6.342681 -4.063518 -0.759442
15 F -6.074771 -2.565816 5.599541
16 F -8.690840 -0.723106 2.147443
17 F -6.864716 -1.533292 0.326436
18 F -4.231098 -3.349408 3.760771
19 F -2.135790 -4.535302 -0.832492
20 F -7.093909 -3.815036 -3.358661
21 F -8.298218 -1.244061 4.780206
22 F -5.593575 -2.315984 -5.051636
23 F -5.409980 -5.530561 2.383624
24 F -2.657687 -1.222132 -1.563204
25 F -2.903458 -8.979693 0.451095
26 N 0.338663 2.273092 -0.615180
27 N -2.420114 1.744808 0.176090
28 N -0.168085 0.170094 -2.596487
29 C 4.785149 -0.900681 -0.507513
30 C 0.785004 -0.369841 -3.375179
31 C -3.184479 -7.695784 0.556134
32 C -2.489390 -6.770540 -0.208713
33 C -1.199027 0.990489 -4.600064
34 C 2.649488 1.995996 -1.557984
35 C -6.013680 -3.196640 -2.914217
36 C 2.343106 1.305990 4.692372
37 C -3.778135 -1.902943 -1.981770
38 C -7.618527 -1.399076 2.543449
39 C -0.250561 0.371175 -5.407989
40 C -3.708295 1.772364 0.436857
41 C -2.809660 -5.437272 -0.079576
42 C -5.359709 -2.743244 3.361888
43 C 7.406880 -0.544525 -1.295999
44 C 0.778766 -0.304552 -4.751396
45 C -2.026299 0.906878 3.705428
46 C -0.024638 -2.827556 4.210492
47 C -4.634135 0.616567 0.549653
48 C -4.169114 -7.264420 1.433189
49 C 1.484864 2.755960 -1.023808
50 C -6.677796 -1.827862 1.624312
51 C 6.819154 0.353840 -0.419423
52 C -1.896261 3.028116 0.151139
53 C -3.772360 -4.964603 0.791405
54 C -1.127711 0.857864 -3.228356
55 C -2.798698 4.012465 0.413044
56 C 0.040124 4.533806 -0.253272
57 C 5.363876 -1.804744 -1.392167
58 C -6.278708 -2.337379 4.309018
59 C 1.876475 2.059296 2.350036
60 C -0.503949 3.286147 -0.201716
61 C -4.448700 -5.910182 1.545409
62 C -5.248706 -2.430480 -3.783084
63 C 2.025537 0.844245 3.266762
64 C 1.109228 -1.911024 3.730596
65 C -4.507257 -2.655499 -1.089330
66 C -0.768715 -0.021479 5.666706
67 C -0.642191 0.628954 4.290682
68 C 0.623384 -4.036841 -0.772425
69 C 6.682034 -1.621976 -1.779933
70 C -5.623055 -3.305748 -1.590897
71 C 5.505108 0.174704 -0.016776
72 C -5.542205 -2.517285 2.006010
73 C -4.114096 -1.786942 -3.316082
74 C 2.256608 -1.919633 4.740364
75 C -7.417665 -1.661666 3.890213
76 C -0.330745 0.406290 -6.898905
77 H 0.107395 -4.971506 -0.957718
78 H -2.612217 -0.006276 3.639466
79 H -1.418883 -0.893306 5.625582
80 H 3.122722 -1.356864 4.393524
81 H 3.275035 2.654026 -2.159649
82 H 2.575218 -2.956554 4.867128
83 H 2.737795 2.722551 2.455119
84 H -0.919173 1.251790 -7.249281
85 H -5.642712 0.964497 0.767374
86 H 5.057669 0.860139 0.691253
87 H 0.661190 0.444155 -7.346055
88 H 7.139182 -2.334421 -2.452700
89 H 2.323333 1.166158 -2.176118
90 H 1.602246 -0.871277 -2.870894
91 H 1.694703 -4.124591 -0.919177
92 H 3.366167 1.685208 4.716445
93 H -0.151210 1.596080 4.414149
94 H 0.196460 -0.315364 6.077108
95 H 1.800211 1.758882 1.305140
96 H -1.958489 1.351726 2.709588
97 H 1.956943 -1.551901 5.720671
98 H -0.815899 -0.505614 -7.255380
99 H -1.217203 0.694799 6.357348
100 H 7.383474 1.189758 -0.029197
101 H 2.271691 0.502397 5.420050
102 H 0.260623 -3.871446 4.066441
103 H 0.984605 2.636481 2.612134
104 H 1.571681 -0.779385 -5.314660
105 H 3.267720 1.608149 -0.747324
106 H -1.871677 1.332451 -2.596453
107 H -0.963544 -2.656401 3.685691
108 H -0.415376 5.469711 0.023177
109 H -0.202379 -2.690435 5.275495
110 H 2.862495 0.239718 2.909986
111 H 8.434366 -0.413732 -1.605853
112 H 1.690593 2.117490 5.013680
113 H -2.560249 1.607407 4.351651
114 H -2.645020 5.078163 0.431955
115 H 1.525434 -2.342046 2.817941
116 H -4.667784 0.046418 -0.378577
117 H -2.005291 1.559548 -5.043483
118 H -4.308417 -0.045907 1.350837

Cartesian forces (eV/Å) of the 3 atoms listed first:
La -0.71 1.04 -0.73
I 0.97 -0.21 0.09
Br 0.09 0.07 -0.02

The total charge is +2. The calculation puts the gap between HOMO and LUMO at 0.28425 Ha. As for the energy: -298038.185 eV. The energy relative to the best compared isomer or geometry (same formula, charge and spin) is 0.00 kJ/mol. The calculation puts the LUMO energy at -0.20209 Ha.

No. 2
Computed, not measured: a molecular structure, C48H42NP2Yb, with the ωB97M-V functional and the def2-TZVPD basis.

Atoms and positions in Å:
1 Yb 1.067627 0.266077 1.173183
2 P 0.170119 2.032322 -0.890689
3 P 0.135865 -1.744581 -0.627362
4 N -0.175937 -0.121364 3.001631
5 C 4.230089 2.882480 -2.864148
6 C -3.564621 1.676741 -2.469037
7 C 1.751383 2.305259 -1.789672
8 C 1.686049 -2.773027 -0.708833
9 C 4.056674 1.691644 -2.148845
10 C 4.217601 -3.992064 -0.593734
11 C -3.132373 -4.695000 0.657718
12 C 1.924453 3.501742 -2.520471
13 C -1.086515 -4.299652 -0.579941
14 C 0.017541 3.456887 0.280959
15 C 1.216477 -1.953081 3.800668
16 C -1.623130 -1.789360 -2.896829
17 C -0.994191 2.452506 -3.421667
18 C -1.906739 -1.511133 -4.242847
19 C -3.344363 2.058985 -3.814014
20 C 3.404642 -4.151507 -1.722608
21 C 1.323152 -3.283881 4.215112
22 C -2.180109 -2.474430 0.662498
23 C 2.812364 1.374569 -1.613657
24 C 0.157473 -4.035919 4.486000
25 C -3.162877 -3.360107 1.082049
26 C -0.722992 0.860933 3.842749
27 C -1.207971 5.322603 1.208011
28 C -1.186597 2.055905 -2.077340
29 C -1.141980 -2.955755 -0.165256
30 C 3.730340 -3.276866 0.503446
31 C 0.454380 -1.089822 -4.607317
32 C 2.453379 -2.722645 0.474125
33 C -1.112912 -3.380460 4.516366
34 C -1.566973 1.876439 3.312786
35 C -0.863151 -1.161750 -5.125510
36 C 0.831830 4.561096 2.281097
37 C 3.177386 3.779046 -3.061900
38 C -0.416704 0.937142 5.248123
39 C -2.082712 2.472452 -4.296169
40 C 1.011357 3.604099 1.285320
41 C -0.750500 2.077867 6.004860
42 C -0.057547 -1.360360 3.624905
43 C 2.142965 -3.550524 -1.796753
44 C 0.705317 -1.260634 -3.267357
45 C -2.484173 1.698751 -1.597332
46 C -1.186688 -2.036063 4.149632
47 C -0.335960 -1.553797 -2.371623
48 C -1.061358 4.362010 0.208455
49 C -2.021774 2.931080 4.106596
50 C -1.541952 3.084033 5.411537
51 C -0.288806 5.406138 2.260462
52 C -2.098634 -5.164989 -0.163708
53 H -4.178703 2.027457 -4.511603
54 H 1.763286 -1.230602 -3.000238
55 H 0.891050 1.550724 -5.156384
56 H -2.064673 -6.213083 -0.479781
57 H -2.054745 6.002941 1.179378
58 H -3.943872 -2.990427 1.749982
59 H -3.909818 -5.379506 0.993674
60 H 1.526705 -3.696612 -2.690618
61 H -4.563793 1.364095 -2.100829
62 H -2.625408 1.463266 -0.536441
63 H 1.414115 -0.889771 -5.105126
64 H -1.882733 1.766756 2.267487
65 H 5.212883 3.120410 -3.263282
66 H -2.186658 -1.418677 0.977925
67 H 1.574466 4.630537 3.071547
68 H 2.669381 0.416063 -1.061689
69 H 1.970611 3.045395 1.226429
70 H -1.730687 4.346454 -0.652971
71 H -0.262867 -4.655621 -1.201765
72 H 2.014032 -2.289304 1.407277
73 H -2.012333 -3.939631 4.839368
74 H -2.135582 -1.495220 4.249879
75 H -0.394022 2.136503 7.048057
76 H 5.228481 -4.411203 -0.560350
77 H -2.949384 -1.600845 -4.587536
78 H 3.309262 4.700480 -3.624222
79 H 2.303525 -3.768246 4.331505
80 H 0.126771 0.085826 5.708248
81 H -0.009890 2.792464 -3.763011
82 H 4.332715 -3.120962 1.395888
83 H -2.733908 3.658598 3.732401
84 H 0.223139 -5.120566 4.772577
85 H 4.873561 0.988875 -1.989432
86 H -2.385430 -2.246022 -2.261113
87 H 1.082892 4.200327 -2.643075
88 H 1.533655 1.315589 -4.830848
89 H -1.931035 2.805764 -5.344106
90 H -0.462991 6.098682 3.085441
91 H -1.083461 -0.958176 -6.183537
92 H 2.118189 -1.327490 3.687497
93 H -1.814122 3.945143 6.024229
94 H 3.769190 -4.740424 -2.564522

Cartesian forces (eV/Å) of the 3 atoms listed first:
Yb 0.48 0.22 -0.78
P 0.62 -0.06 0.13
P -0.35 -1.86 -0.87

As for the expectation value of S²: 0.78. The total charge is +2. Its multiplicity is 2. The calculation puts the gap between HOMO and LUMO (spin up / spin down) at 0.28421 / 0.20140 Ha. As for the energy: -102039.792 eV. The energy relative to the best compared isomer or geometry (same formula, charge and spin) is 4.49 kJ/mol. The calculation puts the LUMO energy (spin up / spin down) at -0.20111 / -0.28435 Ha.

Q: Among the records above, which one has the highest energy?
A: C48H42NP2Yb